--- one ---
{
  "formula": "C8H16NO",
  "method": "wB97M-V/def2-TZVPD",
  "elements": ["C", "C", "O", "C", "C", "C", "C", "C", "C", "N", "H", "H", "H", "H", "H", "H", "H", "H", "H", "H", "H", "H", "H", "H", "H", "H"],
  "xyz": [[3.320, 0.100, -0.131], [1.904, -0.417, -0.116], [1.856, -1.757, -0.542], [0.778, 0.190, 0.299], [0.569, 1.578, 0.699], [-0.506, -0.526, 0.246], [-0.572, -1.597, 1.358], [-1.542, -0.087, -0.466], [-1.492, 1.048, -1.477], [-2.869, -0.641, -0.508], [3.391, 1.125, -0.214], [3.840, -0.323, -1.026], [3.636, -0.141, 0.831], [2.679, -1.992, -1.085], [1.485, 1.844, 1.189], [-0.250, 1.616, 1.497], [0.410, 2.408, -0.088], [0.427, -1.773, 1.774], [-0.875, -2.637, 0.924], [-1.226, -1.240, 2.119], [-1.578, 2.013, -1.153], [-2.207, 0.767, -2.223], [-0.531, 0.925, -1.906], [-2.667, -1.218, -1.393], [-3.432, 0.108, -0.608], [-3.063, -1.203, 0.309]],
  "mulliken_charge": [-1.56, 0.97, -0.52, -0.10, -1.56, 0.28, -1.58, 0.55, -1.77, -0.05, 0.40, 0.49, 0.33, 0.36, 0.55, 0.33, 0.22, 0.36, 0.34, 0.45, 0.34, 0.53, 0.49, 0.48, 0.30, 0.37],
  "total_charge": 1,
  "smiles": "C/C(O)=C(C)/C(C)=C(\\C)[NH3+]",
  "homo_lumo_gap_ha": 0.30984,
  "e_lumo_ev": -3.387
}

--- two ---
{
  "formula": "C8H16NO",
  "method": "wB97M-V/def2-TZVPD",
  "elements": ["C", "C", "C", "C", "C", "C", "C", "C", "N", "O", "H", "H", "H", "H", "H", "H", "H", "H", "H", "H", "H", "H", "H", "H", "H", "H"],
  "xyz": [[-0.062, 0.525, 0.610], [-1.034, -2.114, 0.206], [-1.155, -1.016, -0.882], [1.250, -1.602, -0.051], [1.195, -0.119, -0.061], [2.417, 0.424, 0.803], [1.499, 0.448, -1.475], [-2.620, 0.824, 0.316], [-1.315, 0.317, -0.242], [0.348, -2.458, 0.291], [-0.177, -0.078, 1.575], [0.062, 1.573, 0.752], [-1.325, -1.789, 1.159], [-1.554, -2.984, -0.074], [-1.821, -1.156, -1.824], [2.228, -2.093, -0.365], [3.298, -0.138, 0.529], [2.299, 0.379, 1.915], [2.643, 1.496, 0.582], [0.909, 1.424, -1.564], [1.118, -0.141, -2.361], [2.559, 0.581, -1.747], [-2.675, 0.543, 1.367], [-2.885, 1.921, 0.172], [-3.546, 0.387, -0.008], [-1.129, 0.899, -0.982]],
  "mulliken_charge": [-1.34, -0.69, -0.58, -0.34, 2.00, -1.69, -1.56, -0.92, 0.13, -0.26, 0.41, 0.60, 0.39, 0.38, 0.31, 0.36, 0.47, 0.39, 0.43, 0.33, 0.38, 0.42, 0.38, 0.34, 0.35, 0.32],
  "total_charge": 1,
  "homo_lumo_gap_ha": [0.23510, 0.23502],
  "e_lumo_ev": [-4.656, -4.657]
}

List of relative energies, unit kcal/mol: one 0.0; two 57.3